The following is a quantum chemistry calculation of a molecular structure, C22H64Ag2O12 at a distorted geometry, from OMol25.

Results
**E_tot**: -56415.736 eV
**F_max**: 2.148 eV Å⁻¹
**Total charge**: 0
**Gap between HOMO and LUMO**: 7.4 eV

Each line ends with the Mulliken charge.
Geometry (Å):
Ag (0.76828, -3.19867, -2.59094)  0.173
Ag (-0.10998, -0.47739, 0.93531)  -0.125
O (-0.55928, -1.47201, -0.97379)  1.587
C (-1.93826, -1.96274, -1.18622)  -0.099
C (-2.04771, -2.66010, -2.50119)  -0.802
O (-1.27077, -3.84520, -2.51842)  -0.949
H (-2.54669, -1.06765, -1.26729)  -0.100
H (-2.30653, -2.53110, -0.33620)  0.202
H (-1.72291, -1.96072, -3.28712)  0.131
H (-3.06818, -2.95403, -2.77305)  0.296
C (-2.33456, 4.66774, -1.18626)  -0.886
C (-3.24310, 3.90465, -2.13045)  0.450
O (-3.87754, 4.86803, -2.98652)  -0.575
H (-1.69346, 3.97033, -0.66480)  0.084
H (-2.91440, 5.26210, -0.49722)  0.366
H (-1.73626, 5.38810, -1.78057)  0.296
H (-4.01591, 3.35178, -1.58333)  0.192
H (-2.68182, 3.17781, -2.73688)  -0.207
H (-4.20524, 4.42509, -3.76161)  0.306
C (-0.83953, 1.75084, -4.63226)  -1.548
C (-0.21309, 0.75002, -3.69814)  0.638
O (-0.93467, 0.77345, -2.49150)  -0.245
H (-0.56127, 2.72078, -4.30597)  0.174
H (-1.89360, 1.62575, -4.69755)  0.379
H (-0.39431, 1.51699, -5.62019)  0.430
H (0.87980, 1.00811, -3.67346)  -0.218
H (-0.29092, -0.27294, -4.14934)  0.175
H (-0.74874, -0.05408, -1.93763)  -0.182
C (3.50319, -1.69642, -3.94663)  -1.311
C (2.88869, -0.96195, -2.76701)  0.784
O (2.56147, -1.96598, -1.73360)  -0.185
H (4.46736, -2.18006, -3.80789)  0.333
H (3.62256, -0.99856, -4.81016)  0.371
H (2.83198, -2.50720, -4.38259)  0.204
H (2.00138, -0.43362, -3.06229)  -0.463
H (3.64949, -0.32304, -2.31780)  0.363
H (2.26425, -1.46453, -0.94729)  -0.174
C (3.10968, -4.25169, 0.73270)  -1.078
C (3.42587, -3.04906, 1.57892)  0.349
O (3.84538, -1.92386, 0.79672)  -0.642
H (3.98511, -4.61902, 0.09428)  0.352
H (2.24643, -4.13791, 0.12339)  0.133
H (2.90647, -5.03563, 1.41674)  0.422
H (4.19815, -3.29041, 2.34483)  0.284
H (2.54968, -2.71845, 2.15262)  -0.225
H (4.36994, -2.28419, 0.02099)  0.293
C (-0.66698, -5.62191, 1.56640)  -1.376
C (-0.50790, -4.85208, 0.26728)  0.056
O (0.00251, -3.62836, 0.76081)  0.462
H (-1.10566, -6.63417, 1.40387)  0.384
H (-1.39046, -5.11158, 2.16616)  0.275
H (0.30548, -5.61251, 2.02756)  0.282
H (-1.44588, -4.68259, -0.28292)  0.169
H (0.21829, -5.33466, -0.34795)  0.232
H (-0.00926, -2.90346, 0.11414)  -0.484
C (2.80845, 0.85734, 2.89212)  -0.912
C (2.69594, 1.36168, 1.41419)  -0.256
O (2.32137, 0.30509, 0.59935)  0.028
H (2.87107, 1.73981, 3.59084)  0.313
H (3.65626, 0.22684, 3.02763)  0.414
H (1.90933, 0.25788, 3.08030)  -0.037
H (3.63438, 1.78430, 1.10177)  0.304
H (1.86892, 2.11006, 1.32264)  0.162
H (2.92633, -0.42614, 0.68833)  0.023
C (2.96861, 3.94272, -2.49238)  -1.040
C (1.66579, 4.52781, -1.97189)  0.111
O (0.63833, 4.52386, -2.96345)  -0.498
H (2.80855, 2.90519, -2.89956)  0.135
H (3.69156, 3.91559, -1.66714)  0.364
H (3.36637, 4.55872, -3.33736)  0.374
H (1.71319, 5.49857, -1.52652)  0.342
H (1.19319, 3.92143, -1.23053)  -0.033
H (0.97095, 4.32223, -3.83492)  0.248
C (-1.93819, -1.48780, 3.65556)  -0.226
C (-0.53467, -1.66935, 4.08547)  -0.372
O (0.30091, -1.91406, 2.96467)  -0.223
H (-2.63156, -1.46384, 4.51335)  0.468
H (-2.16451, -2.34429, 3.06281)  0.207
H (-2.01039, -0.55204, 3.07731)  -0.293
H (-0.39024, -2.40227, 4.82984)  0.384
H (-0.16840, -0.71223, 4.46936)  -0.004
H (0.10351, -2.74316, 2.52613)  0.034
C (-0.42343, 2.53263, 4.88247)  -0.528
C (-1.82847, 2.98434, 4.59107)  -0.516
O (-2.65337, 1.99470, 3.87415)  -0.444
H (-0.42265, 1.54884, 5.39019)  0.181
H (0.06124, 3.29389, 5.49166)  0.428
H (0.20988, 2.44451, 3.99398)  -0.049
H (-1.72829, 3.86609, 3.93571)  0.269
H (-2.39825, 3.34207, 5.47461)  0.425
H (-3.04291, 1.46096, 4.57324)  0.240
C (-3.92038, 0.08775, 0.90012)  -1.339
C (-2.96397, 1.28812, 0.66440)  0.516
O (-1.71182, 1.19541, 1.38627)  0.308
H (-4.76931, 0.11941, 0.19670)  0.393
H (-4.33102, 0.13255, 1.90600)  0.382
H (-3.45330, -0.88680, 0.79411)  0.124
H (-3.42124, 2.26309, 0.95129)  0.413
H (-2.80261, 1.41019, -0.42431)  -0.155
H (-2.00170, 1.39632, 2.31171)  -0.418

Cartesian forces, eV/Å:
Ag -0.67 0.02 0.53
Ag 0.03 0.01 -0.08
O -0.97 -0.84 -0.17
C 1.17 1.80 -0.01
C 0.92 -1.62 -0.53
O 0.53 0.39 -0.42
H -0.50 0.31 0.15
H 0.12 -0.44 0.14
H -0.08 0.22 0.03
H -0.36 0.27 0.37
C 0.10 0.35 -0.98
C -0.07 0.11 -0.39
O 0.21 0.18 0.49
H 0.26 -0.04 0.25
H -0.25 0.06 0.40
H -0.09 -0.61 0.32
H 0.06 -0.02 0.08
H 0.03 0.20 0.25
H -0.20 -0.28 -0.38
C 1.28 -1.21 -1.02
C -0.39 -0.86 -0.33
O 0.70 -0.43 0.73
H -0.06 1.08 0.13
H -0.90 -0.03 0.03
H -0.30 0.56 0.20
H -0.65 -0.15 0.62
H 0.19 0.50 0.23
H 0.10 0.55 -0.46
C -0.97 -0.41 -1.79
C 1.10 -1.62 0.58
O -0.06 0.80 -0.62
H 0.05 0.17 0.53
H -0.02 -0.27 0.70
H 0.44 0.89 0.78
H -0.26 0.28 0.07
H -0.21 0.41 -0.11
H -0.09 -0.42 -0.49
C 1.78 -0.34 -0.55
C 0.24 0.15 0.57
O 1.12 -0.61 -1.22
H -0.96 0.71 0.80
H -0.62 0.33 -0.57
H -0.29 -1.05 0.62
H -0.22 0.12 -0.57
H 0.07 -0.06 -0.30
H -0.99 0.71 1.31
C -0.93 -1.15 -1.26
C -0.96 0.28 1.18
O 0.54 0.81 0.46
H 0.75 0.46 0.14
H -0.32 0.49 0.64
H 0.24 -0.43 0.51
H 0.47 -0.27 0.04
H 0.45 -0.38 -0.83
H -0.42 0.18 -0.76
C -1.02 1.78 -0.52
C -0.81 0.33 1.92
O -1.20 -0.13 -1.27
H -0.08 -0.97 -0.54
H 0.77 -0.44 0.06
H 0.09 0.19 0.25
H 0.45 0.43 -0.27
H 0.83 -0.37 0.13
H 0.81 -0.82 0.33
C -0.05 -0.09 -0.44
C -0.80 -1.06 -1.03
O -0.39 0.48 -0.20
H 0.09 0.91 0.57
H 0.06 -0.09 -0.38
H -0.17 -0.35 0.75
H 0.57 0.93 -0.05
H 0.32 -0.78 0.98
H 0.39 0.04 -0.21
C -0.70 0.58 0.48
C 0.90 1.62 -0.53
O 0.66 0.68 0.06
H 0.19 0.09 -0.29
H -0.70 -0.52 -0.73
H -0.24 -0.61 0.10
H 0.08 -1.07 0.90
H 0.14 -0.15 0.29
H -0.33 -0.71 -0.48
C 0.17 -0.81 0.33
C -0.67 0.72 -0.90
O 0.81 0.85 0.89
H 0.16 0.54 0.00
H 0.01 -0.12 0.31
H -0.39 -0.09 -0.13
H -0.44 -0.39 0.03
H 0.48 -0.45 -0.31
H -0.11 -0.26 -0.22
C -0.01 0.80 0.09
C -0.62 0.20 -0.74
O -1.04 0.23 0.39
H 0.35 0.13 0.19
H -0.11 0.03 0.19
H 0.34 0.10 -0.16
H -0.03 -0.74 0.06
H 0.60 -0.35 0.57
H 0.58 -0.12 -0.53